115
Properties=species:S:1:pos:R:3:forces:R:3 method="wB97M-V/def2-TZVPD" multiplicity=1 fmax_ev_per_a=0.71 gap_ha=0.23338 homo_energy_ev=-7.479 total_charge=0
Pb 0.049645 1.276170 0.977185 -0.4 -0.2 0.0
C 4.193183 3.714887 0.004163 0.0 0.1 -0.1
C 3.122395 4.066265 -1.004039 0.1 0.0 0.1
C 3.214570 5.276735 -1.681849 0.0 0.1 0.0
C 2.208886 5.700640 -2.533699 0.0 0.0 0.0
C 1.053652 4.944846 -2.657268 -0.1 0.0 0.0
C 0.912035 3.738114 -1.984441 0.0 0.0 0.0
C -0.399084 3.007642 -1.998058 0.1 0.0 0.0
C 1.993307 3.271858 -1.231898 -0.1 -0.4 0.1
N 1.918753 1.995258 -0.566736 -0.2 0.7 0.2
C 2.862011 1.162145 -0.719130 0.4 -0.5 0.0
C 3.841099 1.175878 -1.856868 0.0 0.0 0.0
C 3.078551 0.094028 0.354456 0.4 0.2 -0.5
C 4.474546 -0.458731 0.425946 0.0 0.0 0.0
N 2.155025 -0.162893 1.178586 -0.1 0.1 0.0
C 2.351426 -1.036559 2.301573 -0.2 0.2 -0.2
C 2.536408 -2.408642 2.128452 0.0 -0.1 -0.1
C 2.712287 -3.072036 0.784589 0.0 0.0 0.1
C 2.592461 -3.200459 3.271253 0.0 -0.1 0.1
C 2.492957 -2.648305 4.536785 0.0 0.0 -0.1
C 2.351204 -1.276871 4.679112 0.0 0.0 0.0
C 2.273427 -0.446788 3.568917 -0.1 0.1 0.0
C 2.098691 1.041892 3.758716 0.0 -0.1 0.0
H 4.418942 4.595050 0.605249 0.0 0.0 0.0
H 5.124006 3.405072 -0.477168 0.0 0.0 0.0
H 3.877036 2.935858 0.696140 0.0 0.0 0.0
H 4.086684 5.899355 -1.517310 0.0 0.0 0.0
H 2.307538 6.636380 -3.068888 0.0 0.0 0.0
H 0.230534 5.300354 -3.266645 0.0 0.0 0.0
H -1.048908 3.371530 -2.792945 0.0 0.0 0.0
H -0.931663 3.185137 -1.054837 0.0 0.0 0.0
H -0.287051 1.933872 -2.110953 0.0 -0.1 -0.1
H 3.517112 1.865850 -2.630707 0.0 0.0 0.0
H 3.893181 0.166605 -2.273183 0.0 0.0 0.0
H 4.847871 1.452516 -1.539825 0.0 0.0 0.0
H 5.190147 0.365742 0.479317 0.0 0.0 0.0
H 4.709576 -1.038942 -0.468836 0.0 0.0 0.0
H 4.597991 -1.091182 1.299210 0.0 0.0 0.0
H 1.950565 -3.834570 0.639497 -0.1 -0.1 0.0
H 3.687793 -3.564044 0.741389 0.0 0.0 0.0
H 2.630703 -2.385082 -0.053777 0.0 0.0 0.0
H 2.720841 -4.270761 3.152814 0.0 0.0 0.0
H 2.535705 -3.283845 5.411811 0.0 0.0 0.0
H 2.297299 -0.831613 5.666209 0.0 0.0 0.0
H 2.640307 1.376227 4.643454 0.0 0.0 0.0
H 1.044608 1.290157 3.913061 0.1 0.0 0.0
H 2.456551 1.628665 2.912086 0.0 0.0 0.0
F -0.692612 5.828839 1.192883 -0.1 0.0 -0.1
C 0.200619 6.144087 2.121875 0.1 0.0 0.1
F -0.360869 6.949473 3.015880 -0.1 0.1 0.0
F 1.219797 6.776891 1.539057 0.0 0.1 -0.1
S 0.867908 4.652918 2.959438 0.1 -0.5 0.3
O 1.153333 3.742565 1.861941 0.0 0.2 0.1
O 1.965948 5.151177 3.724785 0.0 0.0 0.0
N -0.263887 4.143983 3.937720 -0.1 0.0 -0.4
S -1.420484 3.159561 3.498986 0.4 0.1 -0.2
O -1.929320 3.367940 2.159251 0.1 -0.1 0.2
O -1.167624 1.790992 3.887609 -0.1 0.1 -0.1
C -2.746448 3.721283 4.626297 0.1 0.1 0.0
F -3.774864 2.892482 4.483360 -0.2 0.0 0.0
F -2.337354 3.698023 5.887787 0.0 0.0 0.1
F -3.126908 4.953294 4.309409 -0.1 0.1 0.0
C 1.231974 -4.948580 -5.474756 0.0 0.0 0.1
C 0.811420 -4.189841 -4.241530 0.0 0.0 -0.1
C 0.268628 -4.835705 -3.142051 0.0 0.0 0.0
C -0.155378 -4.144854 -2.009931 0.1 -0.1 0.0
C -0.660760 -4.980415 -0.853562 0.1 0.1 -0.1
C -0.070761 -2.741197 -1.980210 0.1 0.0 -0.1
As -0.551310 -1.812681 -0.299720 -0.2 -0.2 0.3
N -1.015173 -0.054993 -0.564423 0.1 0.2 -0.1
C -2.218145 0.325601 -1.184896 0.1 0.1 0.1
C -2.688453 -0.277883 -2.353788 0.0 0.0 -0.2
C -3.854362 0.156726 -2.972680 0.1 0.0 0.1
C -4.587478 1.212509 -2.448491 0.1 0.0 0.0
C -4.139950 1.815221 -1.279047 0.0 0.0 0.0
C -2.985067 1.373329 -0.652908 0.0 0.0 0.0
C -2.364204 -2.418065 0.230490 0.0 0.1 0.1
C -2.670539 -2.117908 1.575825 0.0 0.0 0.0
C -1.706654 -1.497911 2.569659 -0.1 0.0 -0.1
C -3.950190 -2.366315 2.065256 0.0 0.0 0.0
C -4.951905 -2.899481 1.272816 0.0 0.0 0.0
C -6.330356 -3.168704 1.819013 0.1 0.0 0.0
C -4.635642 -3.192212 -0.043870 0.0 0.0 -0.1
C -3.371725 -2.967107 -0.582100 0.0 0.0 -0.1
C -3.206259 -3.374045 -2.030502 0.0 0.0 0.1
C 0.556443 -2.081385 -3.052742 0.0 0.0 0.0
C 0.846068 -0.597380 -3.064898 0.0 -0.1 0.0
C 0.967193 -2.813433 -4.162925 0.0 0.0 0.0
H 1.171482 -6.024753 -5.315357 0.0 0.0 0.0
H 2.256450 -4.703252 -5.760195 0.0 0.0 0.0
H 0.589787 -4.699387 -6.322068 0.0 0.0 0.0
H 0.172211 -5.917972 -3.156980 0.0 0.0 0.0
H -1.173237 -5.869040 -1.222020 0.0 0.0 0.0
H -1.346111 -4.454103 -0.196675 0.0 0.0 0.0
H 0.181895 -5.323662 -0.249315 0.0 0.0 0.1
H -2.125557 -1.096505 -2.788452 0.0 0.2 0.0
H -4.188355 -0.338378 -3.877727 0.0 0.0 0.0
H -5.490600 1.555355 -2.936195 0.0 0.0 0.0
H -4.703555 2.627710 -0.835312 0.0 0.0 0.0
H -2.682411 1.845064 0.279115 -0.1 0.0 0.0
H -0.662132 -1.717359 2.355199 0.1 0.0 0.0
H -1.916905 -1.865448 3.574107 0.0 0.0 0.0
H -1.836460 -0.410643 2.612306 0.0 0.0 0.0
H -4.163914 -2.125168 3.102554 0.0 0.0 0.0
H -6.447102 -2.751135 2.818455 0.0 0.0 0.0
H -6.522901 -4.241864 1.877901 0.0 0.0 0.0
H -7.097712 -2.734443 1.176344 0.0 0.0 0.0
H -5.402237 -3.607996 -0.692921 0.0 0.0 0.0
H -4.012017 -2.944005 -2.627092 0.0 0.0 0.0
H -3.272895 -4.461621 -2.121243 0.0 0.0 0.0
H -2.263708 -3.066097 -2.466695 -0.2 -0.1 0.0
H 1.044718 -0.215917 -2.066506 0.0 0.0 0.0
H 0.005253 -0.022478 -3.459116 -0.1 0.0 0.0
H 1.712725 -0.394353 -3.698068 0.0 0.0 0.0
H 1.433833 -2.282751 -4.989264 0.0 0.0 0.0